No. 1
3 unconnected molecules or ions with the total composition C28H36N3O7, computed with ωB97M-V with the def2-TZVPD basis set.

Structure (XYZ):
```
74
Properties=species:S:1:pos:R:3:forces:R:3:mulliken_charge:R:1
C 5.5456 0.6355 1.8467 0.79 0.02 -1.07 -0.745
C 5.1536 -0.4179 0.6405 -0.69 0.09 0.27 -0.327
C 4.2022 -1.5971 1.2980 1.49 -0.23 0.91 -0.407
O 2.9729 -1.7727 0.5040 4.93 1.53 -2.95 -0.193
O 1.9767 -2.1237 1.2749 -7.16 -2.05 1.78 -0.102
C 0.9202 -2.8281 0.4954 2.80 -4.76 -2.87 0.010
O 1.2450 -3.9169 -0.2073 -2.78 7.46 4.40 -0.446
C -0.6024 -2.1818 0.6105 -3.81 1.31 1.15 0.797
C -1.6646 -2.8277 1.7152 -1.17 3.06 -2.24 -0.670
C -3.1967 -2.2251 1.8903 3.41 0.26 -1.77 0.261
C -4.2244 -2.9030 3.0098 0.49 0.90 -0.30 -0.406
C -5.8109 -2.5548 2.7373 -0.55 -0.72 0.14 -1.006
N -3.5815 -1.0464 1.0237 3.31 -1.08 -0.47 0.198
C -2.6830 -0.3616 -0.0012 2.31 -1.96 0.45 0.151
C -3.2160 0.9418 -0.8779 -0.06 -0.67 -0.96 0.001
C -4.7749 0.7380 -1.4212 0.09 0.42 -0.33 -0.907
C -2.9507 2.3889 -0.1537 0.04 -0.44 0.64 -0.718
C -3.3693 2.4622 1.4297 0.03 0.82 0.38 -0.027
C -2.1630 3.1840 2.3315 -0.36 -0.15 0.35 -0.957
C -1.1395 -0.9125 -0.2841 -2.14 -2.30 3.27 -0.623
H 6.2524 0.0545 2.5879 -1.56 1.40 -1.24 0.294
H 4.6095 1.1101 2.3740 1.83 -1.17 -1.00 0.315
H 6.1696 1.5196 1.3547 -1.26 -1.92 1.23 0.051
H 4.5628 0.1524 -0.2255 1.27 -1.39 1.91 0.257
H 6.1273 -0.9108 0.1939 -2.06 1.11 0.89 0.245
H 4.7949 -2.6313 1.3487 -1.40 2.17 -0.13 0.258
H 3.9405 -1.2685 2.3986 0.19 -0.72 -2.26 0.295
H -1.3243 -3.7168 2.3959 -0.83 1.92 -1.51 0.358
H -3.9095 -2.4534 4.0647 -0.53 -1.01 -2.32 0.303
H -4.0121 -4.0742 3.0239 -0.43 2.72 -0.19 0.378
H -6.0413 -2.1147 1.6778 0.61 -0.93 1.90 0.335
H -6.2730 -1.8039 3.5305 1.19 -1.73 -1.63 0.277
H -6.3857 -3.5972 2.7987 1.10 2.50 -0.09 0.289
H -4.5505 -0.6206 1.1326 1.76 -0.85 -0.15 0.299
H -2.5483 0.9406 -1.8675 -1.35 -0.21 2.28 0.302
H -5.4921 0.2719 -0.6221 1.31 0.92 -1.48 0.210
H -4.8137 0.0883 -2.4147 0.20 1.26 2.29 0.159
H -5.1842 1.8120 -1.7080 0.83 -2.30 0.70 0.334
H -1.7896 2.5921 -0.2156 -2.46 -0.23 -0.09 0.302
H -3.5895 3.2025 -0.7315 1.67 -1.77 1.00 0.328
H -3.5957 1.4314 1.9353 0.40 1.81 -1.23 -0.054
H -4.3570 3.1264 1.5055 2.18 -1.58 0.00 0.345
H -2.5279 4.2750 2.5971 1.10 -2.25 -0.51 0.268
H -1.1256 3.2016 1.7693 -2.24 0.10 1.00 0.277
H -1.9680 2.5813 3.3379 -0.59 1.39 -2.13 0.284
H -0.4096 -0.4477 -1.0855 -1.98 -0.85 1.79 0.400
C 6.7748 6.1361 -1.9248 0.01 -0.06 0.11 -0.387
C 7.6391 5.0543 -1.7492 -0.22 0.12 0.31 -0.445
C 7.7497 4.4426 -0.4991 -0.07 0.03 0.04 -0.279
C 6.9831 4.9216 0.5722 -0.07 0.42 -0.91 0.088
C 6.1204 6.0124 0.4007 0.02 -0.05 -0.02 -0.334
C 6.0204 6.6177 -0.8536 0.25 -0.34 0.06 -0.417
N 7.0759 4.2667 1.8825 0.10 -0.53 1.24 0.986
O 7.8646 3.3169 1.9989 -1.15 1.35 -0.15 -0.558
O 6.3577 4.6980 2.7958 1.04 -0.68 -1.32 -0.589
H 6.6877 6.6062 -2.9028 0.03 -0.09 0.21 0.367
H 8.2249 4.6856 -2.5886 -0.10 0.05 0.23 0.366
H 8.4278 3.6005 -0.3786 -0.23 0.21 0.18 0.421
H 5.5234 6.3975 1.2247 0.25 -0.26 -0.08 0.422
H 5.3512 7.4631 -0.9976 0.14 -0.18 0.09 0.364
C -2.9532 -6.0529 -2.7314 -0.03 0.13 -0.03 -0.447
C -4.2250 -5.6882 -3.1759 0.26 0.29 0.03 -0.470
C -4.4760 -4.3749 -3.5778 0.03 0.03 0.00 -0.381
C -3.4400 -3.4316 -3.5345 0.16 -0.91 0.27 0.049
C -2.1643 -3.7932 -3.0814 -0.05 -0.01 0.02 -0.205
C -1.9261 -5.1090 -2.6794 -0.32 0.13 -0.09 -0.544
N -3.6908 -2.0556 -3.9797 -0.40 0.96 -0.47 0.973
O -4.8375 -1.7702 -4.3558 1.74 -0.29 0.64 -0.573
O -2.7412 -1.2596 -3.9581 -1.28 -0.88 0.10 -0.569
H -2.7609 -7.0795 -2.4244 -0.04 0.22 -0.07 0.398
H -5.0208 -6.4292 -3.2121 0.14 0.21 -0.02 0.390
H -5.4725 -4.1065 -3.9217 0.33 0.12 0.02 0.450
H -1.3525 -3.0701 -3.0380 -0.31 -0.06 -0.12 0.503
H -0.9384 -5.4002 -2.3290 -0.18 0.13 -0.08 0.430
```
Positions in Å, forces in eV/Å.

Values from the calculation:
**Total charge**: +1
**Total energy**: -48395.242 eV
**Max |F|**: 9.10 eV Å⁻¹
**Kohn-Sham gap**: 0.248 hartree



No. 2
A molecular structure, C28H37BCl3F4IrN3O6SeSi, computed with ωB97M-V with the def2-TZVPD basis set.

Structure (XYZ):
```
85
Properties=species:S:1:pos:R:3:forces:R:3:mulliken_spin:R:1
Ir 1.6032 0.0947 -0.1568 0.13 -0.06 -0.11 2.933
O 3.5974 0.1474 -1.2934 0.07 0.07 -0.09 0.124
C 4.4959 -0.6856 -1.1672 0.01 0.02 -0.04 0.017
C 4.3168 -2.0715 -0.8509 -0.10 -0.02 0.10 -0.052
C 5.4473 -2.8723 -0.6596 0.04 0.01 0.00 -0.003
C 5.2893 -4.2080 -0.4107 -0.07 -0.01 -0.08 0.012
C 4.0156 -4.7911 -0.3618 0.08 -0.06 0.01 0.000
C 2.9004 -4.0234 -0.5578 -0.05 0.08 -0.02 0.033
C 3.0108 -2.6316 -0.8019 0.16 -0.03 -0.04 0.015
O 1.9386 -1.9302 -0.9947 -0.04 0.10 0.16 0.190
N 6.4719 -5.0461 -0.2069 -0.02 0.05 0.24 -0.001
O 7.5578 -4.5011 -0.2130 0.01 -0.02 -0.09 0.003
O 6.2920 -6.2327 -0.0151 0.01 -0.02 -0.07 0.001
H 5.5278 -0.3435 -1.3290 -0.02 0.02 -0.06 0.011
H 6.4414 -2.4466 -0.7041 -0.01 0.01 -0.01 -0.001
H 3.9397 -5.8515 -0.1665 -0.01 0.01 -0.01 0.001
H 1.9082 -4.4528 -0.5302 0.01 -0.01 0.01 0.000
C -1.9181 3.0607 3.0559 -0.01 -0.03 -0.03 0.001
C -1.9459 1.6166 2.5694 -0.05 0.18 0.09 -0.024
C -3.2972 1.2557 1.9644 0.08 -0.04 -0.03 0.007
C -3.2908 -0.0741 1.1967 0.05 -0.01 0.04 -0.009
N -3.1534 0.1246 -0.2477 0.16 0.11 0.06 0.011
C -2.0995 -0.1834 -1.0222 -0.02 0.02 -0.09 0.048
Se -0.6255 -1.2762 -0.5634 0.05 0.10 0.08 0.512
N -2.3202 0.2702 -2.2643 0.08 0.02 0.07 -0.032
C -1.4538 0.0967 -3.4315 -0.04 -0.02 -0.10 0.006
C -2.0585 -0.8063 -4.5014 0.00 -0.05 0.10 -0.005
C -2.2763 -2.2638 -4.0852 -0.03 0.03 0.01 0.009
C -3.4956 -2.5084 -3.1943 0.03 0.00 -0.03 0.006
C -3.5353 0.9343 -2.2878 0.06 0.06 -0.01 0.005
C -4.1773 1.6496 -3.2918 0.01 -0.02 0.00 0.000
C -5.3961 2.2095 -2.9708 -0.01 0.00 0.02 0.005
C -5.9615 2.0606 -1.6947 0.00 0.00 -0.03 0.006
C -5.3095 1.3727 -0.6925 0.02 0.00 0.02 -0.001
C -4.0716 0.8280 -1.0139 -0.10 -0.09 -0.01 0.015
H -0.9599 3.3128 3.5117 -0.05 0.00 0.00 0.000
H -2.7001 3.2364 3.7985 0.00 0.02 -0.01 0.000
H -2.0776 3.7407 2.2180 0.00 0.03 0.00 0.000
H -1.7234 0.9375 3.3976 -0.10 0.20 -0.07 -0.001
H -1.1671 1.4760 1.8151 0.05 -0.03 -0.07 0.012
H -3.5859 2.0578 1.2855 -0.10 0.03 -0.04 -0.001
H -4.0529 1.2084 2.7529 0.00 0.02 -0.02 0.000
H -4.2065 -0.6426 1.3639 -0.02 0.01 -0.06 -0.001
H -2.4529 -0.6986 1.5056 -0.04 -0.04 0.01 0.004
H -0.5184 -0.3293 -3.0751 0.02 0.07 0.02 0.004
H -1.2387 1.0928 -3.8147 0.01 0.01 0.01 0.000
H -1.3606 -0.7755 -5.3412 -0.02 0.02 -0.02 -0.001
H -3.0014 -0.3879 -4.8633 0.00 0.01 -0.02 0.000
H -1.3737 -2.6357 -3.5907 0.00 -0.02 -0.02 -0.001
H -2.3960 -2.8533 -4.9967 0.02 -0.01 0.00 0.000
H -3.3407 -2.1701 -2.1694 -0.02 0.01 0.00 0.003
H -3.7270 -3.5727 -3.1467 0.00 0.00 0.01 0.000
H -4.3757 -1.9945 -3.5875 -0.01 0.00 0.00 -0.001
H -3.7338 1.7830 -4.2678 0.00 -0.01 -0.01 0.000
H -5.9251 2.7862 -3.7170 -0.01 -0.01 0.00 0.001
H -6.9251 2.5065 -1.4900 0.00 0.01 0.00 0.001
H -5.7331 1.2752 0.2972 -0.01 0.02 0.00 0.000
F -0.1015 1.6142 -0.5602 -0.08 -0.02 0.14 0.137
B -0.5901 2.9240 -1.1515 -0.05 -0.02 -0.11 0.060
F -0.3854 2.8057 -2.5181 0.01 -0.02 0.02 0.002
F 0.0863 3.9513 -0.5763 0.04 0.03 0.09 0.004
F -1.9486 2.9434 -0.8430 -0.08 -0.10 0.07 0.001
C 1.5342 1.6126 3.7054 0.01 -0.05 -0.02 -0.003
Si 1.6376 -0.2275 3.4462 -0.14 -0.02 -0.05 0.030
C 2.8380 -0.9851 4.6652 0.03 0.00 -0.01 0.022
C -0.0207 -1.0843 3.6069 0.00 -0.05 -0.04 0.009
C 2.3191 -0.5785 1.7281 -0.01 -0.05 0.00 0.570
H 1.3243 1.8548 4.7496 -0.02 0.01 0.00 -0.001
H 0.7552 2.0594 3.0876 0.04 0.03 -0.04 0.012
H 2.4837 2.0792 3.4332 0.00 0.02 0.03 0.000
H 2.4901 -0.8207 5.6880 0.01 0.00 0.01 0.003
H 3.8284 -0.5356 4.5707 0.00 0.00 0.01 0.000
H 2.9396 -2.0617 4.5137 0.00 0.00 0.00 -0.001
H -0.3461 -1.1099 4.6496 -0.03 0.01 0.01 0.000
H 0.0404 -2.1148 3.2488 0.04 -0.03 0.03 -0.001
H -0.7877 -0.5726 3.0251 0.20 -0.23 0.02 0.002
H 2.4095 -1.6612 1.5899 0.01 0.01 0.02 0.035
H 3.2944 -0.0722 1.6493 0.04 -0.07 -0.04 0.033
Cl 3.2044 4.6916 -1.1192 0.00 -0.03 0.00 0.002
C 3.5732 4.0125 0.4646 -0.05 -0.09 -0.07 0.014
Cl 5.2154 4.4650 0.9252 0.01 -0.02 0.02 0.004
Cl 2.4316 4.6296 1.6797 0.00 0.00 -0.02 0.001
C 3.4118 2.4495 0.4630 0.14 0.21 -0.05 -0.006
O 4.2236 1.7723 1.0529 -0.05 -0.12 -0.02 0.017
O 2.3469 2.0849 -0.1658 -0.25 -0.15 0.20 0.189
```
Positions in Å, forces in eV/Å.

Values from the calculation:
**Expectation value of S²**: 8.77
**Total energy**: -171569.215 eV
**Max |F|**: 0.35 eV Å⁻¹
**2S+1**: 6
**Kohn-Sham gap (alpha / beta)**: 0.268 / 0.226 hartree



No. 3
A molecular structure, C28H37BNO3V, computed with ωB97M-V with the def2-TZVPD basis set.

Structure (XYZ):
```
71
Properties=species:S:1:pos:R:3:forces:R:3:mulliken_spin:R:1
C 2.3607 -0.1240 1.1177 0.10 -0.34 -0.40 0.014
C 2.4227 -0.8944 -0.0941 1.40 1.22 -0.32 -0.057
C 2.0689 -0.0213 -1.1661 0.24 -0.24 0.66 -0.030
H 2.8208 -1.9012 -0.2119 -0.14 0.45 0.14 0.008
C 1.6745 1.2428 -0.6192 0.44 -0.71 0.45 0.032
C 1.8887 1.1834 0.7827 -0.39 0.02 -0.32 -0.053
H 1.3663 2.1196 -1.1977 -0.03 -0.50 0.39 0.009
C -0.8772 -2.1929 1.6304 0.88 -0.57 -0.48 -0.056
C 0.3855 -2.6361 1.1026 -0.56 -0.26 -0.24 -0.028
C 0.2862 -2.6137 -0.3313 -1.09 -0.72 0.11 -0.022
H 1.2389 -2.9907 1.6877 -0.45 0.19 -0.26 0.003
C -1.0552 -2.1630 -0.6659 0.81 -0.57 0.33 0.046
C -1.7590 -1.9406 0.5398 0.63 0.53 -0.33 0.012
H 2.1185 -0.2602 -2.2299 -0.19 -0.01 0.42 0.003
H 1.7469 2.0326 1.4457 0.02 -0.48 -0.04 0.006
H 2.7377 -0.4522 2.0835 -0.43 0.13 -0.22 0.002
H -2.7987 -1.6406 0.6177 0.32 0.26 0.07 0.001
H 0.9641 -3.0699 -1.0564 -0.11 0.48 0.46 0.005
H -1.1696 -2.2599 2.6716 0.09 0.35 -0.26 -0.002
V 0.3221 -0.5796 0.3474 -0.25 -0.09 0.92 1.020
C -1.4195 -1.7148 -2.0792 -0.07 -0.21 -0.04 -0.016
C -2.9123 -1.4070 -2.2574 -0.01 -0.07 0.20 0.001
C -0.8832 -2.7190 -3.1271 -0.12 -0.13 -0.11 -0.002
H -3.5445 -2.2768 -2.0315 0.21 0.21 -0.04 0.000
H -3.0980 -1.1135 -3.3013 0.00 -0.02 0.32 0.000
H -3.1792 -0.5671 -1.5880 -0.17 -0.58 -0.37 0.000
H -1.2966 -3.7237 -2.9550 0.04 0.30 -0.05 0.000
H 0.2201 -2.8108 -3.0993 -0.53 0.14 0.02 0.000
H -1.1686 -2.4058 -4.1497 0.12 -0.07 0.50 0.000
C -0.6015 -0.4045 -2.2043 0.24 0.34 1.23 0.016
C -1.3428 0.8982 -2.1586 -0.42 1.00 2.57 0.014
H 0.1324 -0.4727 -2.9957 0.02 0.05 0.17 0.000
H 0.0003 -0.2792 -1.2366 -0.68 0.19 -2.95 0.028
O -1.7855 1.2391 -1.0302 0.59 -0.53 -3.13 0.032
N -1.4360 1.6317 -3.3429 -1.25 0.09 0.03 0.001
C -0.2878 2.4745 -3.7629 -0.34 0.47 0.67 0.001
H -2.3468 2.1214 -3.3765 1.01 0.03 0.20 -0.001
C 0.9472 1.7042 -4.1264 0.57 -0.16 -0.76 -0.001
C 2.1887 2.3058 -3.8966 -0.14 -0.21 0.21 0.000
H 2.1997 3.2834 -3.4108 0.15 -0.21 -0.12 0.000
C 3.3768 1.6685 -4.2470 -0.09 -0.07 -0.10 0.000
H 4.3298 2.1609 -4.0388 -0.30 -0.23 -0.14 0.000
C 3.3336 0.4038 -4.8446 -0.10 0.03 0.22 0.000
H 4.2636 -0.1032 -5.1043 -0.29 0.10 0.08 0.000
C 2.0992 -0.2090 -5.0912 -0.19 0.35 -0.07 0.000
H 2.0566 -1.2113 -5.5295 0.03 0.45 0.05 0.000
C 0.9072 0.4730 -4.7931 0.31 -0.20 0.09 0.000
H -0.0624 0.0179 -5.0292 0.41 0.20 0.04 0.000
H -0.0169 3.1854 -2.9302 -0.33 -0.46 -0.79 0.000
H -0.6285 3.0743 -4.6254 0.08 -0.27 0.41 0.000
C 0.6655 1.5881 5.2455 -0.16 0.21 0.34 0.000
C -0.0040 0.5459 4.3833 -0.36 -0.15 0.39 0.000
C 0.4164 -0.8453 4.8850 0.05 0.03 0.07 0.000
O 0.5292 0.7305 3.0714 -1.03 -0.92 -0.97 0.020
B -0.4698 0.2804 2.1876 -0.11 0.66 0.72 0.017
O -1.7408 0.2787 2.7742 1.51 -0.33 -0.92 -0.027
C -1.5623 0.7052 4.1308 0.27 0.76 0.86 0.002
C -2.4495 -0.1204 5.0361 0.07 -0.12 0.17 0.000
C -1.9905 2.1663 4.2179 -0.03 0.18 0.01 0.000
H 1.7502 1.4243 5.2053 -0.27 0.05 0.09 0.000
H 0.3267 1.4863 6.2820 0.13 0.17 -0.08 0.000
H 0.4535 2.5990 4.8839 0.08 -0.20 0.15 0.000
H 1.5169 -0.8972 4.8605 -0.37 -0.02 0.00 0.000
H 0.0971 -0.9851 5.9292 0.06 -0.06 -0.37 0.000
H 0.0217 -1.6703 4.2699 0.08 0.33 0.26 0.001
H -2.2991 0.2196 6.0697 -0.11 -0.22 -0.16 0.000
H -3.5010 0.0394 4.7691 0.23 -0.06 0.06 0.000
H -2.2213 -1.1900 4.9700 -0.09 0.19 0.05 0.000
H -1.3585 2.8129 3.5918 -0.24 -0.19 0.13 0.002
H -3.0329 2.2530 3.8912 0.23 0.01 -0.03 0.000
H -1.9355 2.5169 5.2546 0.01 0.00 -0.19 0.000
```
Positions in Å, forces in eV/Å.

Values from the calculation:
**Expectation value of S²**: 0.77
**Total charge**: +1
**Total energy**: -63627.244 eV
**Max |F|**: 3.22 eV Å⁻¹
**2S+1**: 2
**Kohn-Sham gap (alpha / beta)**: 0.291 / 0.321 hartree



The highest total energy belongs to which entry?
C28H36N3O7



max |F| of number 2 (C28H37BCl3F4IrN3O6SeSi)?
0.35 eV Å⁻¹



Which formula does entry 1 have?
C28H36N3O7



Among the records above, which one has the highest total energy?
C28H36N3O7